(1)
Formula: C21H14IrN4O5S3
Source: the Open Molecules 2025 dataset
Level of theory: the ωB97M-V functional and the def2-TZVPD basis

Calculated values
2S+1   1
ΔE to the lowest compared entry with this formula, charge and spin   123.4 kJ/mol
Net charge   -1
Kohn-Sham gap (spin up / spin down)   5.69 / 5.69 eV
Lowest unoccupied orbital energy (spin up / spin down)   0.00708 / 0.00712 Eh
E   -73550.135 eV
Highest occupied orbital energy (spin up / spin down)   -0.2019 / -0.2019 Eh

CARTESIAN COORDINATES (ANGSTROEM)
Ir1 -2.570 1.224 -0.955
S1 -3.455 -0.613 0.152
C1 -3.456 -1.900 -1.009
C2 -3.803 -3.186 -0.594
C3 -3.827 -4.222 -1.497
C4 -3.501 -3.990 -2.833
C5 -3.144 -2.729 -3.251
C6 -3.118 -1.660 -2.350
S2 -2.688 -0.073 -2.909
H1 -4.032 -3.344 0.449
H2 -4.083 -5.218 -1.168
H3 -3.519 -4.808 -3.538
H4 -2.860 -2.539 -4.274
O1 -1.307 5.073 -1.359
C7 -1.788 3.992 -1.058
O2 -2.076 3.046 -1.864
C8 -2.086 3.697 0.409
C9 -1.908 4.654 1.395
C10 -2.198 4.332 2.708
C11 -2.642 3.041 2.991
C12 -2.789 2.142 1.956
N1 -2.531 2.457 0.685
H5 -1.549 5.625 1.088
H6 -2.086 5.060 3.495
H7 -2.870 2.737 4.003
H8 -3.123 1.130 2.136
O3 6.373 -2.996 3.119
S3 5.327 -3.341 2.184
O4 4.018 -3.527 2.764
O5 5.685 -4.262 1.125
C13 5.156 -1.772 1.148
N2 6.289 -1.260 0.769
C14 6.113 -0.151 -0.003
C15 4.878 0.329 -0.336
C16 3.714 -0.344 0.130
N3 3.950 -1.448 0.918
C17 2.367 0.006 -0.120
C18 1.957 1.061 -0.975
C19 0.626 1.329 -1.145
N4 -0.349 0.645 -0.524
C20 0.016 -0.366 0.287
C21 1.316 -0.718 0.504
H9 7.030 0.322 -0.332
H10 4.791 1.218 -0.939
H11 2.681 1.658 -1.506
H12 0.302 2.123 -1.804
H13 -0.793 -0.896 0.771
H14 1.563 -1.539 1.157

Atom charges from the Löwdin analysis, given in e for atoms 1 to 5: 0.892 0.589 -0.695 -0.136 -0.100

(2)
Formula: C21H15AuBiCl2O3P
Source: the Open Molecules 2025 dataset
Level of theory: the ωB97M-V functional and the def2-TZVPD basis

Calculated values
2S+1   3
ΔE to the lowest compared entry with this formula, charge and spin   77.1 kJ/mol
Net charge   +4
Kohn-Sham gap (spin up / spin down)   4.91 / 4.20 eV
Lowest unoccupied orbital energy (spin up / spin down)   -0.56972 / -0.59554 Eh
E   -71980.259 eV
Highest occupied orbital energy (spin up / spin down)   -0.7502 / -0.7497 Eh

CARTESIAN COORDINATES (ANGSTROEM)
Bi1 -1.367 -0.192 -2.689
Au1 -0.775 0.155 0.020
Cl1 -1.613 -2.430 -1.362
Cl2 -1.506 2.335 -2.256
C1 0.596 1.466 0.382
C2 0.030 -2.344 -4.100
C3 0.207 1.048 -4.688
O1 1.470 2.152 0.731
O2 0.363 -3.301 -4.620
O3 0.552 1.724 -5.543
C4 -2.047 2.867 4.561
C5 -0.705 2.510 4.413
C6 -0.363 1.382 3.672
C7 -1.384 0.551 3.184
C8 -2.722 0.982 3.197
C9 -3.057 2.126 3.928
P1 -1.007 -0.874 2.115
C10 0.622 -1.527 2.658
C11 1.484 -2.037 1.667
C12 2.822 -2.259 1.996
C13 3.238 -2.146 3.331
C14 2.343 -1.788 4.340
C15 1.019 -1.484 4.008
C16 -2.215 -2.124 2.637
C17 -1.862 -3.060 3.637
C18 -2.854 -3.780 4.302
C19 -4.193 -3.640 3.906
C20 -4.535 -2.801 2.839
C21 -3.545 -2.067 2.177
H1 -2.317 3.732 5.152
H2 0.085 3.106 4.874
H3 0.673 1.151 3.458
H4 -3.479 0.456 2.624
H5 -4.110 2.426 3.999
H6 1.098 -2.229 0.656
H7 3.532 -2.542 1.197
H8 4.265 -2.365 3.574
H9 2.661 -1.739 5.378
H10 0.300 -1.223 4.788
H11 -0.817 -3.184 3.920
H12 -2.572 -4.440 5.131
H13 -4.963 -4.222 4.417
H14 -5.584 -2.700 2.534
H15 -3.792 -1.432 1.328

Atom charges from the Löwdin analysis, given in e for atoms 1 to 5: 1.192 0.514 -0.057 -0.050 -0.174

(3)
Formula: C21H15AuN6O2S2
Source: the Open Molecules 2025 dataset
Level of theory: the ωB97M-V functional and the def2-TZVPD basis

Calculated values
2S+1   1
ΔE to the lowest compared entry with this formula, charge and spin   26.2 kJ/mol
Kohn-Sham gap   7.45 eV
Lowest unoccupied orbital energy   -0.01676 Eh
E   -60418.320 eV
Highest occupied orbital energy   -0.2904 Eh

CARTESIAN COORDINATES (ANGSTROEM)
Au1 -0.722 -0.656 -1.256
N1 3.531 -0.018 -0.452
C1 2.250 -0.013 -0.843
N2 1.392 -0.929 -0.529
C2 1.767 -2.012 0.254
N3 0.938 -2.932 0.609
N4 -0.311 -2.804 0.048
C3 -1.269 -3.284 0.733
C4 -2.642 -3.235 0.216
C5 -3.683 -3.803 0.947
C6 -4.963 -3.768 0.419
C7 -5.158 -3.173 -0.816
C8 -4.058 -2.630 -1.470
N5 -2.833 -2.654 -0.971
C9 3.159 -2.069 0.715
C10 3.640 -3.107 1.512
C11 4.955 -3.114 1.929
C12 5.812 -2.081 1.555
C13 5.358 -1.044 0.766
C14 4.031 -1.043 0.347
H1 4.103 0.779 -0.683
H2 1.921 0.842 -1.421
H3 -1.084 -3.745 1.703
H4 -3.483 -4.260 1.907
H5 -5.793 -4.198 0.962
H6 -6.138 -3.123 -1.270
H7 -4.173 -2.143 -2.432
H8 2.955 -3.895 1.792
H9 5.323 -3.921 2.547
H10 6.842 -2.087 1.886
H11 6.018 -0.237 0.471
O1 0.818 3.964 -3.098
S1 0.742 3.583 -1.719
O2 1.983 3.502 -0.987
N6 -0.064 2.168 -1.531
C15 -1.209 2.316 -0.936
S2 -2.268 0.998 -0.676
C16 -1.510 3.710 -0.506
C17 -2.623 4.196 0.157
C18 -2.663 5.551 0.465
C19 -1.616 6.396 0.116
C20 -0.498 5.910 -0.554
C21 -0.472 4.566 -0.850
H12 -3.431 3.530 0.427
H13 -3.522 5.957 0.983
H14 -1.674 7.447 0.369
H15 0.318 6.562 -0.836

Atom charges from the Löwdin analysis, given in e for atoms 1 to 5: 0.525 0.136 -0.128 0.019 -0.283

(4)
Formula: C21H15BrN2O4STl
Source: the Open Molecules 2025 dataset
Level of theory: the ωB97M-V functional and the def2-TZVPD basis

Calculated values
2S+1   1
Net charge   -1
Kohn-Sham gap   5.60 eV
Lowest unoccupied orbital energy   0.06693 Eh
E   -118765.650 eV
Highest occupied orbital energy   -0.1389 Eh

CARTESIAN COORDINATES (ANGSTROEM)
Tl1 -1.627 1.218 1.545
C1 -3.001 -1.797 0.110
O1 -1.715 -1.181 0.014
C2 -0.784 -1.841 -0.708
C3 -1.035 -3.054 -1.324
C4 -0.015 -3.685 -2.026
Br1 -0.405 -5.353 -2.862
C5 1.238 -3.159 -2.141
C6 1.524 -1.920 -1.542
C7 0.502 -1.254 -0.826
O2 0.661 -0.077 -0.234
C8 2.850 -1.335 -1.665
N1 3.211 -0.191 -1.118
C9 4.523 0.029 -1.463
C10 5.366 1.088 -1.143
C11 6.655 1.050 -1.640
C12 7.098 -0.013 -2.433
C13 6.270 -1.075 -2.755
C14 4.975 -1.037 -2.258
N2 3.893 -1.883 -2.367
H1 -3.504 -1.789 -0.860
H2 -3.560 -1.197 0.825
H3 -2.915 -2.818 0.491
H4 -2.009 -3.515 -1.265
H5 2.003 -3.693 -2.690
H6 1.609 0.215 -0.372
H7 5.003 1.900 -0.528
H8 7.338 1.859 -1.415
H9 8.114 -0.006 -2.806
H10 6.624 -1.894 -3.368
H11 3.872 -2.746 -2.879
O3 -5.313 -0.111 3.693
C15 -4.364 0.423 3.117
O4 -3.333 -0.175 2.654
C16 -4.398 1.948 2.997
C17 -4.573 2.660 4.182
C18 -4.677 4.041 4.196
C19 -4.635 4.733 2.991
C20 -4.474 4.043 1.803
C21 -4.325 2.647 1.776
S1 -4.055 1.872 0.214
H12 -4.639 2.101 5.109
H13 -4.801 4.579 5.129
H14 -4.734 5.813 2.981
H15 -4.437 4.576 0.861

Atom charges from the Löwdin analysis, given in e for atoms 1 to 5: 0.799 -0.060 -0.167 -0.192 -0.054

(5)
Formula: C21H15F6N2O8S4
Source: the Open Molecules 2025 dataset
Level of theory: the ωB97M-V functional and the def2-TZVPD basis

Calculated values
2S+1   1
ΔE to the lowest compared entry with this formula, charge and spin   0.0 kJ/mol
Net charge   -1
Kohn-Sham gap   7.01 eV
Lowest unoccupied orbital energy   0.03365 Eh
E   -101022.499 eV
Highest occupied orbital energy   -0.2239 Eh

CARTESIAN COORDINATES (ANGSTROEM)
F1 3.416 -3.230 -1.784
C1 2.646 -2.162 -1.999
F2 3.418 -1.127 -2.385
F3 1.776 -2.450 -2.987
S1 1.783 -1.734 -0.374
C2 0.884 0.107 -0.851
C3 2.033 1.082 -0.702
C4 2.039 2.006 -1.742
C5 2.999 2.989 -1.819
C6 3.998 3.059 -0.858
N1 5.038 4.024 -1.043
O1 5.973 4.120 -0.222
O2 4.977 4.744 -2.068
C7 4.007 2.144 0.198
C8 3.022 1.173 0.303
O3 0.652 -2.633 -0.211
O4 2.835 -1.695 0.589
H1 0.042 0.259 -0.156
H2 1.262 1.939 -2.493
H3 2.955 3.684 -2.644
H4 4.801 2.242 0.927
H5 3.071 0.537 1.189
F4 -1.001 2.054 -2.242
C9 -1.229 0.716 -2.390
F5 -2.285 0.445 -1.539
F6 -1.650 0.495 -3.671
S2 0.153 -0.411 -2.237
N2 -0.975 -1.387 2.536
S3 -2.488 -1.862 2.307
C10 -2.335 -3.031 0.950
C11 -2.503 -4.399 1.157
C12 -2.440 -5.261 0.072
C13 -2.206 -4.767 -1.223
C14 -2.046 -3.394 -1.410
C15 -2.140 -2.521 -0.340
O5 -2.920 -2.653 3.432
O6 -3.311 -0.799 1.761
S4 -0.177 -0.032 2.613
C16 -1.211 1.365 2.110
C17 -0.779 2.302 1.176
C18 -1.639 3.317 0.737
C19 -2.911 3.427 1.311
C20 -3.306 2.563 2.326
C21 -2.449 1.540 2.747
O7 0.402 0.332 3.889
O8 0.818 -0.170 1.528
H6 -2.680 -4.767 2.177
H7 -2.568 -6.337 0.227
H8 -2.143 -5.445 -2.075
H9 -1.847 -2.987 -2.409
H10 -2.083 -1.445 -0.482
H11 0.241 2.250 0.784
H12 -1.320 4.014 -0.047
H13 -3.597 4.205 0.963
H14 -4.286 2.659 2.815
H15 -2.716 0.905 3.579

Atom charges from the Löwdin analysis, given in e for atoms 1 to 5: 0.143 -0.661 0.129 0.071 0.789

(6)
Formula: C21H15I
Source: the Open Molecules 2025 dataset
Level of theory: the ωB97M-V functional and the def2-TZVPD basis

Calculated values
2S+1   1
ΔE to the lowest compared entry with this formula, charge and spin   0.0 kJ/mol
Kohn-Sham gap   8.50 eV
Lowest unoccupied orbital energy   -0.00624 Eh
E   -30118.408 eV
SMILES   IC1(c2ccccc2)C(c2ccccc2)=C1c1ccccc1
Highest occupied orbital energy   -0.3187 Eh

CARTESIAN COORDINATES (ANGSTROEM)
I1 0.033 -1.447 2.568
C1 0.060 0.439 0.082
C2 0.395 -0.652 -0.621
C3 -3.406 2.847 0.717
C4 -2.252 -3.466 -2.581
C5 4.920 1.136 1.460
C6 -2.408 2.785 1.692
C7 -3.311 2.094 -0.449
C8 -1.086 -3.054 -3.206
C9 -2.564 -2.972 -1.322
C10 3.879 1.986 1.178
C11 4.737 -0.230 1.468
C12 -1.273 1.979 1.513
C13 -2.145 1.351 -0.684
C14 -0.263 -2.107 -2.555
C15 -1.754 -2.033 -0.681
C16 2.629 1.472 0.939
C17 3.448 -0.770 1.266
C18 -1.119 1.255 0.289
C19 -0.562 -1.600 -1.289
C20 2.369 0.097 1.033
C21 0.972 -0.470 0.814
H1 -4.296 3.437 0.890
H2 -2.844 -4.148 -3.161
H3 5.903 1.476 1.667
H4 -2.508 3.427 2.554
H5 -4.064 2.090 -1.205
H6 -0.786 -3.406 -4.182
H7 -3.470 -3.318 -0.830
H8 4.022 3.064 1.137
H9 5.550 -0.921 1.710
H10 -0.480 1.951 2.291
H11 -2.040 0.864 -1.615
H12 0.657 -1.875 -3.058
H13 -2.021 -1.613 0.271
H14 1.827 2.175 0.686
H15 3.248 -1.842 1.214

Atom charges from the Löwdin analysis, given in e for atoms 1 to 5: 0.802 -0.183 -0.001 -0.084 -0.097

(7)
Formula: C21H16Br2IrN6O6S2
Source: the Open Molecules 2025 dataset
Level of theory: the ωB97M-V functional and the def2-TZVPD basis

Calculated values
2S+1   6
Kohn-Sham gap (spin up / spin down)   6.61 / 6.07 eV
Lowest unoccupied orbital energy (spin up / spin down)   -0.03593 / -0.11598 Eh
E   -207852.300 eV
Highest occupied orbital energy (spin up / spin down)   -0.2787 / -0.3392 Eh

CARTESIAN COORDINATES (ANGSTROEM)
Ir1 -0.148 -0.778 0.313
N1 1.139 0.810 1.414
N2 0.377 1.299 2.524
C1 -0.962 0.977 2.628
O1 -1.597 1.347 3.579
O2 -1.395 0.202 1.663
H1 2.037 0.439 1.673
H2 1.381 1.509 0.717
H3 0.709 2.079 3.021
Br1 -3.581 -4.693 -1.806
C2 -3.025 -4.530 -0.009
C3 -3.426 -5.474 0.908
C4 -3.075 -5.356 2.244
Br2 -3.894 -6.512 3.480
C5 -2.088 -4.429 2.713
C6 -1.503 -4.393 4.020
C7 -0.431 -3.624 4.243
C8 -0.248 -2.541 3.332
N3 -0.729 -2.551 2.149
C9 -1.616 -3.454 1.771
C10 -2.231 -3.357 0.432
O3 -2.055 -2.388 -0.312
H4 -4.062 -6.234 0.588
H5 -1.780 -5.155 4.694
H6 0.162 -3.638 5.179
H7 0.308 -1.675 3.682
O4 3.667 -0.373 0.849
S1 3.480 -0.344 -0.581
O5 3.077 0.881 -1.176
O6 4.341 -1.185 -1.346
S2 1.637 -1.617 -0.702
C11 -2.494 1.614 -3.026
C12 -2.137 0.871 -1.932
N4 -0.876 0.771 -1.541
C13 0.071 1.392 -2.214
C14 -0.182 2.095 -3.385
C15 -1.504 2.220 -3.760
C16 0.872 2.813 -4.131
C17 1.912 3.608 -3.728
C18 2.218 3.867 -2.254
C19 3.458 3.811 -1.663
C20 3.543 4.092 -0.310
N5 2.430 4.225 0.428
C21 1.306 4.270 -0.221
N6 1.135 4.143 -1.523
H8 -3.522 1.672 -3.340
H9 -2.853 0.315 -1.306
H10 1.131 1.233 -1.960
H11 -1.767 2.822 -4.643
H12 0.881 2.704 -5.204
H13 2.685 3.872 -4.464
H14 4.294 3.719 -2.343
H15 4.495 4.135 0.224
H16 0.431 4.493 0.413

Atom charges from the Löwdin analysis, given in e for atoms 1 to 5: 1.127 -0.042 0.031 -0.744 0.065

(8)
Formula: C21H16CoO2S4
Source: the Open Molecules 2025 dataset
Level of theory: the ωB97M-V functional and the def2-TZVPD basis

Calculated values
2S+1   5
ΔE to the lowest compared entry with this formula, charge and spin   189.0 kJ/mol
Net charge   -1
Kohn-Sham gap (spin up / spin down)   6.26 / 7.05 eV
Lowest unoccupied orbital energy (spin up / spin down)   0.06576 / 0.05511 Eh
E   -107101.458 eV
Highest occupied orbital energy (spin up / spin down)   -0.1643 / -0.2038 Eh

CARTESIAN COORDINATES (ANGSTROEM)
Co1 1.323 -2.233 -0.645
S1 2.989 -1.463 -2.164
S2 4.823 -2.202 -1.793
S3 4.928 -3.533 -0.367
S4 2.392 -3.082 0.903
O1 -1.687 -2.594 -3.404
C1 -0.859 -1.900 -2.848
O2 -0.146 -2.274 -1.827
C2 -0.628 -0.479 -3.319
C3 0.021 0.457 -2.523
C4 0.200 1.763 -2.968
C5 -0.257 2.134 -4.224
C6 -0.904 1.199 -5.029
C7 -1.098 -0.098 -4.572
H1 0.380 0.174 -1.544
H2 0.705 2.481 -2.331
H3 -0.110 3.148 -4.579
H4 -1.261 1.484 -6.012
H5 -1.615 -0.836 -5.171
C8 -3.167 0.071 4.301
C9 -1.786 0.229 4.384
C10 -0.960 -0.335 3.423
C11 -1.490 -1.060 2.354
C12 -2.873 -1.231 2.296
C13 -3.707 -0.666 3.256
C14 -0.622 -1.693 1.316
C15 0.521 -1.223 0.826
C16 1.116 0.126 1.032
C17 0.285 1.249 0.963
C18 0.801 2.529 1.104
C19 2.165 2.710 1.309
C20 3.002 1.604 1.357
C21 2.485 0.319 1.204
H6 -3.813 0.511 5.052
H7 -1.351 0.790 5.203
H8 0.115 -0.217 3.496
H9 -3.293 -1.807 1.478
H10 -4.780 -0.803 3.183
H11 -0.987 -2.644 0.937
H12 -0.774 1.108 0.782
H13 0.137 3.384 1.043
H14 2.572 3.709 1.412
H15 4.069 1.734 1.492
H16 3.139 -0.542 1.212

Atom charges from the Löwdin analysis, given in e for atoms 1 to 5: 0.068 0.083 -0.178 -0.074 0.286